(1)
This record from the OMol25 dataset describes 10 unconnected molecules or ions with the total composition C40H74F6O20 in a non-equilibrium geometry. The level of theory is wB97M-V/def2-TZVPD.

Computed properties:
**Calculated total energy**: -3672.41436 a.u.
**Molar mass**: 989.00 g mol⁻¹
**Total charge**: 0
**Energy above the lowest of the compared OMol25 structures with the same formula, charge and spin**: 0.0 kcal per mole
**Orbital gap**: 9.764 eV

Each line ends with the Löwdin charge.
Element x y z (Å)
C1 -2.1623 -5.0433 0.0691  -0.04
C2 -1.7177 -6.4400 0.5135  -0.19
O1 -0.4528 -6.3449 1.1578  0.02
C3 0.0231 -7.3933 1.8086  -0.39
O2 -0.6129 -8.3832 2.0171  0.17
C4 1.4615 -7.2707 2.3236  -0.57
F1 1.5787 -7.7254 3.5537  0.20
F2 2.2642 -8.0066 1.5508  0.17
F3 1.8639 -6.0059 2.2642  0.16
H1 -2.4838 -4.4671 0.9389  0.07
H2 -3.0506 -5.1178 -0.5590  0.08
H3 -1.3767 -4.4983 -0.4496  0.07
H4 -1.6784 -7.1852 -0.2829  0.13
H5 -2.4787 -6.8510 1.1807  0.13
C5 8.7034 -1.8045 3.4528  -0.06
C6 7.3294 -2.2968 3.8779  -0.20
O3 6.8600 -3.3523 3.0238  0.05
C7 5.6069 -3.7171 3.1668  -0.41
O4 4.8074 -3.2316 3.9089  0.16
C8 5.2579 -4.9773 2.3410  -0.55
F4 4.4603 -4.6896 1.3210  0.17
F5 6.3182 -5.6412 1.8875  0.18
F6 4.6109 -5.8092 3.1715  0.16
H6 9.4241 -2.6117 3.5608  0.08
H7 8.9726 -0.9606 4.0876  0.08
H8 8.6706 -1.3879 2.4468  0.08
H9 6.6318 -1.4613 3.8033  0.12
H10 7.3366 -2.6895 4.8941  0.13
O5 0.5407 3.0285 3.0271  0.11
C9 1.4407 2.3746 2.5697  -0.48
C10 1.9458 2.3300 1.1407  -0.06
C11 3.2471 1.5765 1.2777  -0.14
C12 3.1168 0.7791 2.5859  -0.14
O6 2.0473 1.4243 3.2792  0.03
H11 1.2620 1.7509 0.5186  0.11
H12 2.0748 3.2854 0.6415  0.11
H13 3.4906 0.9321 0.4302  0.12
H14 4.0959 2.2641 1.3177  0.10
H15 2.8166 -0.2574 2.4258  0.10
H16 4.0777 0.7774 3.0979  0.12
O7 -4.4913 -3.1780 -2.6373  0.13
C13 -4.7445 -2.6647 -1.5957  -0.48
C14 -5.9546 -2.8218 -0.6964  -0.06
C15 -5.3559 -2.4334 0.6547  -0.15
C16 -4.2563 -1.4443 0.2898  -0.18
O8 -3.8553 -1.7894 -1.0214  0.01
H17 -6.7543 -2.1495 -0.9983  0.13
H18 -6.2235 -3.8687 -0.8221  0.13
H19 -6.0924 -1.9401 1.2942  0.11
H20 -5.0035 -3.2518 1.2841  0.11
H21 -4.6746 -0.4390 0.3850  0.11
H22 -3.5090 -1.4809 1.0855  0.12
O9 -0.8406 -0.8966 -7.3398  0.11
C17 -1.4080 -0.7862 -6.2864  -0.50
C18 -0.8289 -0.8108 -4.8857  -0.06
C19 -2.0836 -0.9512 -3.9996  -0.14
C20 -3.2117 -0.4307 -4.9019  -0.11
O10 -2.7430 -0.7001 -6.2473  0.02
H23 -0.1998 -1.6858 -4.7478  0.13
H24 -0.2577 0.1099 -4.7587  0.10
H25 -2.2148 -1.9995 -3.7422  0.11
H26 -2.0107 -0.3727 -3.0813  0.08
H27 -4.1609 -0.9408 -4.7830  0.12
H28 -3.2696 0.6578 -4.8597  0.11
O11 -2.1332 -3.2066 3.7392  0.10
C21 -1.0285 -3.0314 4.1688  -0.50
C22 -0.4140 -1.7675 4.7539  -0.07
C23 1.0629 -2.0301 4.5981  -0.15
C24 1.1257 -3.5345 4.7321  -0.14
O12 -0.0974 -4.0121 4.1380  0.02
H29 -0.8282 -0.9091 4.2349  0.13
H30 -0.7162 -1.8383 5.8044  0.14
H31 1.4101 -1.6656 3.6309  0.10
H32 1.6315 -1.5295 5.3818  0.12
H33 1.9562 -3.9505 4.1639  0.11
H34 1.1813 -3.8727 5.7685  0.13
C25 0.3766 5.1959 -0.5909  -0.10
O13 1.3745 4.4961 -1.2956  -0.23
C26 2.4902 5.3094 -1.5992  -0.19
C27 3.6888 4.4201 -1.9199  -0.20
O14 4.4603 4.1954 -0.7659  -0.20
C28 5.7692 3.7560 -1.0151  -0.12
H35 -0.5329 4.5988 -0.5241  0.08
H36 0.1011 6.1030 -1.1449  0.09
H37 0.6975 5.4442 0.4267  0.10
H38 2.7679 5.9501 -0.7587  0.13
H39 2.2278 5.8920 -2.4875  0.13
H40 4.2671 4.9540 -2.6871  0.12
H41 3.4497 3.4685 -2.4067  0.12
H42 6.2976 3.6179 -0.0726  0.09
H43 6.3659 4.4453 -1.6214  0.09
H44 5.6968 2.7740 -1.5029  0.09
C29 -2.5570 2.5190 1.2055  -0.08
O15 -3.8069 1.8313 1.0767  -0.19
C30 -4.7097 2.3226 2.0556  -0.21
C31 -5.6920 3.3440 1.5154  -0.22
O16 -5.0127 4.5491 1.2443  -0.17
C32 -5.9180 5.5074 0.7593  -0.12
H45 -2.7596 3.5937 1.2342  0.09
H46 -1.8956 2.3994 0.3496  0.06
H47 -2.1006 2.1863 2.1399  0.09
H48 -4.1945 2.6493 2.9627  0.13
H49 -5.2566 1.4481 2.4242  0.12
H50 -6.4736 3.4899 2.2729  0.13
H51 -6.2033 2.9505 0.6305  0.13
H52 -6.8374 5.5107 1.3574  0.08
H53 -6.2836 5.2794 -0.2540  0.09
H54 -5.5227 6.5168 0.6767  0.09
C33 1.1878 -3.5314 0.2542  -0.10
O17 0.6512 -2.3778 -0.3502  -0.17
C34 0.1200 -1.4084 0.5185  -0.18
C35 -0.5158 -0.3535 -0.3775  -0.19
O18 0.4873 0.3847 -1.0318  -0.19
C36 -0.0011 1.2566 -2.0448  -0.06
H55 1.4052 -4.2857 -0.4976  0.10
H56 0.5123 -3.9589 1.0019  0.07
H57 2.1243 -3.3082 0.7840  0.08
H58 0.9680 -0.9799 1.0771  0.12
H59 -0.6051 -1.8157 1.2350  0.12
H60 -1.2109 0.2781 0.1870  0.11
H61 -1.1113 -0.9156 -1.1082  0.12
H62 -0.7354 1.9339 -1.5990  0.08
H63 -0.4577 0.6477 -2.8300  0.05
H64 0.8418 1.7998 -2.4620  0.08
C37 1.0007 3.3849 -4.4567  -0.11
O19 -0.1222 2.6366 -4.8549  -0.20
C38 -1.3146 3.3460 -5.1304  -0.18
C39 -1.9493 3.9034 -3.8720  -0.18
O20 -1.2958 5.0306 -3.3014  -0.21
C40 -1.3526 6.1738 -4.1053  -0.12
H65 1.8087 2.6777 -4.2566  0.09
H66 0.8289 3.9560 -3.5439  0.07
H67 1.3881 4.0048 -5.2735  0.10
H68 -2.0234 2.6155 -5.5301  0.12
H69 -1.1179 4.0431 -5.9519  0.13
H70 -1.9382 3.1088 -3.1266  0.12
H71 -2.9908 4.2032 -4.0376  0.13
H72 -0.8240 6.0862 -5.0595  0.08
H73 -0.9877 7.0383 -3.5596  0.09
H74 -2.3739 6.4211 -4.4265  0.09

=====

(2)
This record from the OMol25 dataset describes a single C4H7NO molecule in a non-equilibrium geometry. The level of theory is wB97M-V/def2-TZVPD.

Computed properties:
**Calculated total energy**: -286.51761 a.u.
**Molar mass**: 85.11 g mol⁻¹
**Total charge**: 0
**Energy above the lowest of the compared OMol25 structures with the same formula, charge and spin**: 71.6 kcal per mole
**Orbital gap**: 8.015 eV

Each line ends with the natural charge from an NBO analysis.
Element x y z (Å)
N1 -2.1767 -0.6326 0.0919  -0.81
C1 -0.9151 -0.1728 0.4438  -0.01
C2 -0.4892 1.1369 0.1759  -0.31
C3 0.8872 1.1457 -0.0285  -0.29
C4 1.3170 -0.1588 -0.2777  0.09
O1 2.5757 -0.5460 0.1392  -0.69
H1 -2.5054 -0.3449 -0.8202  0.38
H2 -2.3630 -1.6058 0.2919  0.38
H3 -0.5159 -0.6844 1.3128  0.21
H4 -1.1563 1.9552 -0.0792  0.20
H5 1.5499 1.9690 0.2204  0.21
H6 0.9597 -0.7105 -1.1401  0.18
H7 2.8323 -1.3511 -0.3302  0.47

=====

(3)
This record from the OMol25 dataset describes a molecular structure, C11H15Br15OSi2. The level of theory is wB97M-V/def2-TZVPD.

Computed properties:
**Calculated total energy**: -39692.59111 a.u.
**Molar mass**: 1417.97 g mol⁻¹
**Total charge**: 0
**Orbital gap**: 9.475 eV

Each line ends with the natural charge from an NBO analysis.
Element x y z (Å)
Si1 0.9901 -0.7727 2.9333  1.21
O1 2.3255 -1.1854 2.0259  -1.24
Si2 2.7909 -2.7906 2.0160  1.44
C1 2.8737 -3.4168 3.7790  -0.50
C2 3.9203 -2.9777 4.5936  -0.19
C3 3.9895 -3.4072 5.9113  -0.21
C4 3.0195 -4.2652 6.4133  -0.20
C5 1.9763 -4.7100 5.6151  -0.20
C6 1.9097 -4.2891 4.2952  -0.19
H1 1.3717 -0.4043 4.3094  -0.20
H2 0.2864 0.3095 2.2266  -0.19
H3 0.0965 -1.9463 3.0381  -0.21
H4 1.7898 -3.5583 1.2466  -0.21
H5 4.0873 -2.9413 1.3301  -0.20
H6 4.6708 -2.3085 4.2006  0.21
H7 4.8050 -3.0686 6.5291  0.21
H8 3.0660 -4.5995 7.4382  0.21
H9 1.2098 -5.3658 5.9938  0.21
H10 1.1167 -4.5972 3.6301  0.22
C7 -1.1701 -2.5387 -1.3558  -0.50
Br1 -0.2503 -4.2258 -1.2587  0.09
Br2 -1.5448 -1.8080 0.3894  0.08
Br3 -0.2055 -1.2704 -2.4246  0.11
H11 -2.1207 -2.7267 -1.8327  0.22
C8 -2.1129 2.2953 -4.4700  -0.51
Br4 -2.3361 1.7347 -6.2967  0.09
Br5 -3.0913 1.1665 -3.2565  0.09
Br6 -0.2560 2.4062 -3.9803  0.10
H12 -2.5302 3.2896 -4.3879  0.22
C9 3.9428 0.3281 -2.6543  -0.50
Br7 4.9040 1.9966 -2.6648  0.09
Br8 2.8489 0.1457 -1.0866  0.11
Br9 2.9127 0.0999 -4.2671  0.09
H13 4.6769 -0.4634 -2.6297  0.22
C10 -2.4042 6.4062 -4.0697  -0.50
Br10 -2.6352 5.7271 -5.8576  0.09
Br11 -3.5009 5.4383 -2.8211  0.10
Br12 -0.5529 6.3994 -3.5463  0.10
H14 -2.7380 7.4333 -4.0666  0.23
C11 -7.7301 4.8324 -2.9665  -0.50
Br13 -6.4882 3.5023 -3.5926  0.10
Br14 -7.0958 5.7213 -1.3804  0.09
Br15 -8.1793 6.0884 -4.3533  0.09
H15 -8.6387 4.3166 -2.6947  0.22

=====

(4)
This record from the OMol25 dataset describes a single C9H11PS molecule in a non-equilibrium geometry. The level of theory is wB97M-V/def2-TZVPD.

Computed properties:
**Calculated total energy**: -1089.00359 a.u.
**Molar mass**: 182.23 g mol⁻¹
**Total charge**: 0
**Energy above the lowest of the compared OMol25 structures with the same formula, charge and spin**: 44.6 kcal per mole
**Orbital gap**: 7.675 eV

Each line ends with the natural charge from an NBO analysis.
Element x y z (Å)
C1 -1.9192 0.3469 -0.5467  -0.61
C2 -0.9837 0.4402 0.5611  -0.38
C3 -0.8796 2.1493 0.9509  -0.60
P1 -1.2527 -0.0644 2.3278  0.72
S1 -3.1074 -0.4611 2.4866  -0.41
C4 0.2523 -0.2480 -0.0261  -0.01
C5 0.4561 -1.5895 0.1687  -0.25
C6 1.5733 -2.2379 -0.3447  -0.18
C7 2.6158 -1.5039 -0.8111  -0.23
C8 2.3353 -0.1799 -1.1573  -0.20
C9 1.2166 0.4721 -0.7434  -0.22
H1 -2.0761 -0.5964 -0.7798  0.21
H2 -1.5195 0.7391 -1.4446  0.21
H3 -2.8191 0.9575 -0.3587  0.21
H4 -1.2618 2.7816 0.1676  0.23
H5 0.1043 2.2608 1.2699  0.22
H6 -1.4786 2.2696 1.8872  0.21
H7 -0.3801 -2.0773 0.6053  0.21
H8 1.7454 -3.3329 -0.0688  0.22
H9 3.4157 -2.1245 -1.1508  0.22
H10 2.8426 0.3972 -1.9469  0.22
H11 1.1202 1.6017 -1.0463  0.22

=====

(5)
This record from the OMol25 dataset describes a molecular structure, C22H24F4N5Tl in a non-equilibrium geometry. The level of theory is wB97M-V/def2-TZVPD.

Computed properties:
**Calculated total energy**: -1697.80415 a.u.
**Molar mass**: 638.84 g mol⁻¹
**Total charge**: +2
**Energy above the lowest of the compared OMol25 structures with the same formula, charge and spin**: 10.4 kcal per mole
**Orbital gap (spin up / spin down)**: 2.808 / 2.808 eV

Each line ends with the natural charge from an NBO analysis.
Element x y z (Å)
Tl1 -0.0448 -0.1442 -1.2642  0.86
C1 -0.4265 3.4412 -2.8092  -0.61
C2 -0.9345 3.5104 -1.3734  -0.20
N1 0.0447 3.1536 -0.3763  -0.49
C3 1.3356 3.7882 -0.4473  -0.22
C4 2.4061 2.9240 -1.1254  -0.60
C5 -0.4487 2.7710 0.9090  -0.20
C6 0.4745 1.8993 1.7967  -0.34
N2 1.1177 0.8354 1.1261  -0.09
C7 2.1531 0.2114 1.6798  -0.03
C8 2.9821 -0.5955 0.8469  0.50
F1 2.6940 -0.6058 -0.4721  -0.27
C9 4.0565 -1.3158 1.3255  0.30
F2 4.7890 -2.0285 0.4817  -0.25
C10 4.3616 -1.3191 2.6854  -0.08
C11 3.5613 -0.5731 3.5419  0.30
F3 3.7989 -0.5928 4.8415  -0.24
C12 2.5143 0.2032 3.0643  0.49
F4 1.7713 0.8866 3.9344  -0.24
H1 -1.2531 3.6669 -3.4774  0.24
H2 -0.0565 2.4439 -3.0442  0.19
H3 0.3577 4.1674 -3.0043  0.22
H4 -1.8019 2.8528 -1.2675  0.19
H5 -1.2953 4.5336 -1.1800  0.19
H6 1.6686 4.0278 0.5663  0.19
H7 1.2512 4.7237 -1.0084  0.22
H8 2.5033 1.9671 -0.6255  0.17
H9 3.3565 3.4473 -1.0765  0.23
H10 2.1662 2.7536 -2.1691  0.22
H11 -1.4048 2.2601 0.7822  0.21
H12 -0.6406 3.6665 1.5224  0.20
H13 -0.1807 1.5112 2.5899  0.30
H14 1.2098 2.5339 2.3125  0.26
H15 5.1957 -1.8872 3.0699  0.30
N3 -2.6608 -3.2948 -0.6191  -0.56
C13 -3.2814 -2.0725 -0.5830  0.39
C14 -4.6910 -2.0721 -0.6335  -0.26
C15 -5.3711 -0.8770 -0.5728  -0.12
C16 -4.6326 0.2962 -0.4388  -0.27
C17 -3.2540 0.1987 -0.4192  0.05
N4 -2.5761 -0.9438 -0.4982  -0.56
C18 -1.3454 -3.6840 -0.6139  0.39
C19 -1.1014 -5.0635 -0.4511  -0.25
C20 0.1958 -5.5247 -0.4480  -0.12
C21 1.2300 -4.6107 -0.6212  -0.28
C22 0.8969 -3.2789 -0.7864  0.04
N5 -0.3489 -2.8108 -0.7756  -0.56
H16 -3.3121 -4.0736 -0.5901  0.41
H17 -5.2310 -2.9994 -0.7324  0.23
H18 -6.4494 -0.8539 -0.6228  0.25
H19 -5.1168 1.2558 -0.3600  0.24
H20 -2.6410 1.0867 -0.3278  0.17
H21 -1.9269 -5.7485 -0.3243  0.23
H22 0.4041 -6.5750 -0.3181  0.25
H23 2.2613 -4.9221 -0.6501  0.24
H24 1.6683 -2.5493 -0.9695  0.18